Entry from the OMol25 dataset: a structure of composition C58H51FN6O6PbS (ωB97M-V/def2-TZVPD).

Structure (XYZ):
```
124
Properties=species:S:1:pos:R:3:lowdin_charge:R:1
Pb -0.198 0.257 -0.054 1.31
C -7.831 3.978 5.457 -0.08
O -7.213 4.135 4.170 -0.12
C -6.090 3.466 3.842 -0.31
C -5.701 2.282 4.497 -0.03
C -4.540 1.612 4.067 -0.06
C -3.770 2.064 2.987 -0.16
C -4.224 3.222 2.314 -0.01
C -5.348 3.932 2.736 0.00
C -2.479 1.255 2.713 -0.07
C -2.622 -0.076 2.198 -0.24
C -3.898 -0.818 2.303 -0.03
C -3.703 -2.010 1.688 -0.05
C -2.363 -2.052 1.146 -0.29
N -1.698 -0.878 1.541 -0.01
C -1.921 -3.096 0.325 -0.07
C -0.571 -3.132 -0.145 -0.25
C -0.009 -4.175 -1.022 -0.05
C 1.304 -3.902 -1.211 -0.07
C 1.594 -2.640 -0.515 -0.24
C 2.840 -1.930 -0.597 -0.09
C 3.930 -2.308 -1.570 -0.18
C 4.501 -1.370 -2.467 -0.04
C 5.453 -1.741 -3.381 0.00
C 6.035 -3.026 -3.327 -0.33
O 7.010 -3.282 -4.193 -0.10
C 7.817 -4.478 -4.083 -0.07
C 5.553 -3.952 -2.404 -0.03
C 4.494 -3.593 -1.577 -0.04
C 3.079 -0.780 0.212 -0.27
N 2.187 -0.079 1.018 0.00
C 2.898 0.986 1.581 -0.23
C 2.439 2.065 2.397 -0.07
C 3.380 3.144 2.918 -0.16
C 4.310 3.799 2.092 -0.05
C 5.176 4.744 2.582 -0.02
C 5.177 5.069 3.946 -0.32
O 6.086 5.984 4.325 -0.11
C 6.124 6.462 5.687 -0.07
C 4.274 4.437 4.801 -0.03
C 3.350 3.533 4.286 -0.03
C 1.014 2.207 2.588 -0.25
C 0.432 3.431 2.996 -0.05
C -1.042 3.302 2.880 -0.17
C -1.176 1.799 2.763 -0.22
N -0.003 1.235 2.330 -0.02
C 4.300 0.885 1.179 -0.04
C 4.397 -0.180 0.334 -0.05
N 0.432 -2.207 0.115 0.00
C -2.922 -4.164 -0.160 -0.16
C -4.065 -3.919 -0.940 -0.02
C -4.926 -4.929 -1.337 0.00
C -4.673 -6.264 -0.943 -0.32
O -5.559 -7.203 -1.300 -0.10
C -5.342 -8.595 -1.004 -0.07
C -3.566 -6.529 -0.147 -0.04
C -2.664 -5.507 0.163 -0.04
H -8.556 4.803 5.509 0.09
H -7.040 3.995 6.235 0.10
H -8.360 3.007 5.481 0.09
H -6.268 1.924 5.353 0.09
H -4.170 0.718 4.591 0.12
H -3.651 3.575 1.462 0.10
H -5.718 4.797 2.209 0.10
H -4.816 -0.502 2.796 0.09
H -4.436 -2.803 1.597 0.10
H -0.559 -4.976 -1.506 0.10
H 2.031 -4.510 -1.740 0.08
H 4.163 -0.337 -2.424 0.10
H 5.846 -1.061 -4.125 0.11
H 8.542 -4.428 -4.911 0.09
H 7.217 -5.383 -4.149 0.08
H 8.377 -4.405 -3.141 0.09
H 5.992 -4.955 -2.343 0.10
H 4.124 -4.301 -0.826 0.12
H 4.318 3.536 1.017 0.12
H 5.907 5.238 1.948 0.11
H 6.804 7.319 5.676 0.08
H 6.502 5.687 6.340 0.08
H 5.102 6.757 5.987 0.09
H 4.308 4.619 5.880 0.10
H 2.608 3.056 4.917 0.12
H 1.015 4.253 3.358 0.07
H -1.636 3.892 3.553 0.12
H 5.124 1.459 1.568 0.09
H 5.317 -0.579 -0.074 0.10
H -4.209 -2.899 -1.282 0.11
H -5.774 -4.743 -1.976 0.11
H -6.225 -9.096 -1.370 0.08
H -5.174 -8.764 0.071 0.09
H -4.462 -8.950 -1.572 0.10
H -3.345 -7.538 0.205 0.09
H -1.732 -5.736 0.702 0.12
C 2.152 2.278 -2.346 -0.04
C 0.971 2.010 -3.237 -0.32
C 1.135 2.337 -4.616 -0.04
C 0.086 2.182 -5.464 -0.03
C -1.146 1.696 -4.924 -0.16
C -2.323 1.765 -5.679 -0.10
C -3.537 1.452 -5.143 -0.12
C -3.631 0.930 -3.851 -0.16
C -2.508 0.802 -3.032 -0.69
S -2.788 0.163 -1.467 0.53
C -1.226 1.269 -3.545 -0.22
N -0.144 1.471 -2.747 0.07
H 2.814 2.972 -2.862 0.07
H 2.730 1.341 -2.210 0.07
H 1.876 2.649 -1.370 0.03
H 2.094 2.731 -4.942 0.10
H 0.152 2.400 -6.532 0.11
H -2.267 2.122 -6.708 0.09
H -4.439 1.615 -5.713 0.09
H -4.570 0.640 -3.428 0.07
O -1.966 -2.480 -3.560 -0.07
H -2.207 -2.747 -4.473 0.05
H -2.291 -1.579 -3.447 -0.02
O 0.865 3.916 -0.192 -0.10
H 0.720 4.518 -0.962 0.06
H 0.098 4.124 0.381 0.03
F -1.668 4.089 1.671 -0.19
N 1.116 -1.837 -4.101 0.04
H 0.208 -2.284 -3.943 -0.02
H 1.827 -2.578 -3.967 0.01
H 1.230 -1.117 -3.405 -0.02
```

Output
Highest occupied orbital energy (alpha / beta), eV: -0.68 / -0.62
Net charge: -2
LUMO (alpha / beta), Ha: 0.132 / 0.132
Strongest force on any atom, eV/A: 2.802

Entry from the OMol25 dataset: a structure of composition C58H51MnNP2S2Si2 (ωB97M-V/def2-TZVPD).

Structure (XYZ):
```
117
Properties=species:S:1:pos:R:3:mulliken_spin:R:1
Mn 0.079 -0.594 -0.041 4.07
C -2.706 -1.614 2.453 -0.01
Si -2.194 -0.845 0.842 -0.30
C -3.085 -1.865 -0.475 -0.07
C -4.261 -2.517 -0.074 0.00
C -5.070 -3.187 -0.981 0.00
C -4.709 -3.229 -2.318 0.00
C -3.531 -2.625 -2.739 0.00
C -2.703 -1.966 -1.828 0.09
P -1.173 -1.104 -2.359 -0.04
C -1.104 -1.313 -4.175 0.03
C -0.947 -2.564 -4.778 0.00
C -0.919 -2.671 -6.158 0.00
C -1.040 -1.530 -6.953 0.00
C -1.196 -0.288 -6.362 0.00
C -1.230 -0.181 -4.972 -0.01
C 0.213 -2.264 -1.899 0.05
C 0.179 -3.029 -0.733 -0.06
C 1.274 -3.820 -0.361 0.11
C 2.404 -3.854 -1.148 0.01
C 2.435 -3.118 -2.331 0.01
C 1.369 -2.322 -2.689 0.05
C -3.019 0.859 0.897 0.02
C -4.337 0.950 1.371 -0.01
C -4.938 2.175 1.602 0.00
C -4.233 3.353 1.376 0.00
C -2.945 3.296 0.874 -0.01
C -2.346 2.059 0.615 0.01
P -0.743 1.908 -0.235 0.13
C 0.241 3.323 0.395 -0.02
C 1.077 3.083 1.482 0.00
C 1.757 4.113 2.118 0.00
C 1.639 5.408 1.640 0.00
C 0.823 5.666 0.541 0.00
C 0.117 4.636 -0.068 0.00
C -1.163 2.442 -1.948 0.03
C -2.462 2.354 -2.449 0.00
C -2.748 2.744 -3.755 0.00
C -1.736 3.215 -4.581 0.00
C -0.432 3.267 -4.106 0.00
C -0.149 2.875 -2.803 0.00
H -3.765 -1.383 2.628 0.00
H -2.133 -1.212 3.293 0.00
H -2.584 -2.701 2.460 0.00
H -4.565 -2.487 0.968 0.00
H -5.984 -3.666 -0.646 0.00
H -5.339 -3.736 -3.039 0.00
H -3.270 -2.671 -3.787 0.00
H -0.851 -3.455 -4.170 0.00
H -0.802 -3.644 -6.619 0.00
H -1.015 -1.618 -8.033 0.00
H -1.293 0.601 -6.974 0.00
H -1.351 0.794 -4.506 0.02
H -0.770 -3.182 -0.242 -0.04
H 1.216 -4.429 0.532 0.01
H 3.249 -4.470 -0.860 0.00
H 3.307 -3.167 -2.973 0.00
H 1.418 -1.738 -3.599 0.00
H -4.906 0.046 1.571 0.00
H -5.955 2.215 1.974 0.00
H -4.694 4.313 1.582 0.00
H -2.410 4.218 0.676 0.00
H 1.186 2.079 1.852 0.01
H 2.386 3.894 2.975 0.00
H 2.171 6.219 2.124 0.00
H 0.717 6.679 0.171 0.00
H -0.531 4.864 -0.904 0.00
H -3.267 1.995 -1.815 0.00
H -3.767 2.684 -4.121 0.00
H -1.963 3.540 -5.591 0.00
H 0.366 3.621 -4.749 0.00
H 0.872 2.929 -2.439 0.00
S 2.207 0.215 -0.824 0.06
C 3.210 1.401 -1.459 0.05
N 4.136 1.101 -2.368 0.02
C 5.207 2.081 -2.579 0.00
C 4.569 3.425 -2.264 0.00
S 3.309 3.065 -1.004 0.01
H 4.275 0.123 -2.575 0.00
H 5.557 2.036 -3.605 0.00
H 6.042 1.874 -1.911 0.00
H 4.083 3.865 -3.131 0.00
H 5.286 4.130 -1.855 0.00
C 5.460 -1.602 2.028 -0.01
C 4.929 -0.314 1.998 0.00
C 3.556 -0.128 2.093 -0.01
C 2.671 -1.210 2.232 -0.01
C 3.232 -2.490 2.276 -0.03
C 4.609 -2.688 2.168 0.01
Si 0.793 -0.973 2.353 -0.09
C 0.264 -2.533 3.294 -0.01
C -0.335 -3.655 2.712 -0.01
C -0.627 -4.804 3.441 0.00
C -0.326 -4.855 4.796 0.00
C 0.260 -3.753 5.407 0.00
C 0.549 -2.611 4.665 0.00
C 0.523 0.434 3.558 -0.03
C -0.699 1.116 3.613 -0.02
C -0.932 2.123 4.540 0.00
C 0.064 2.473 5.443 0.00
C 1.283 1.807 5.415 0.00
C 1.510 0.798 4.481 -0.01
H 6.531 -1.754 1.954 0.00
H 5.587 0.544 1.914 0.00
H 3.170 0.889 2.064 0.00
H 2.588 -3.354 2.417 0.00
H 5.016 -3.692 2.214 0.00
H -0.616 -3.632 1.670 0.01
H -1.096 -5.653 2.955 0.00
H -0.556 -5.742 5.374 0.00
H 0.495 -3.780 6.466 0.00
H 1.008 -1.767 5.174 0.00
H -1.487 0.877 2.912 -0.01
H -1.887 2.637 4.552 0.00
H -0.110 3.259 6.169 0.00
H 2.060 2.068 6.124 0.00
H 2.471 0.294 4.476 0.00
```

Output
Highest occupied orbital energy (alpha / beta), eV: -9.57 / -9.91
Net charge: +1
LUMO (alpha / beta), Ha: -0.104 / -0.097
Strongest force on any atom, eV/A: 1.122
2S+1: 5
⟨S²⟩: 6.271

Record-wise electronic energy values, in a.u.: -3711.63025 -5504.47724
Record-wise energy relative to the best compared isomer or geometry (same formula, charge and spin) values, in kJ/mol: 199.4 50.8